Density functional theory data (ωB97M-V/def2-TZVPD) for 11 unconnected molecules or ions with the total composition C90H211F4N8O12P4S4 in a non-equilibrium geometry.

```
333
Properties=species:S:1:pos:R:3:forces:R:3
C 7.943521 3.147409 -6.347916 1.5 -1.1 0.6
N -1.170119 2.590059 3.905534 -3.1 -4.4 3.7
C 4.853921 0.722279 0.191984 -1.4 0.3 0.8
H -1.631309 -10.091351 4.487934 -0.1 -0.1 0.2
H 0.725101 -0.960661 -3.890686 -0.3 -0.9 0.2
H 1.178441 5.056089 -7.607186 0.0 0.0 0.1
H 2.035891 -0.200451 5.676014 -0.1 0.7 -0.2
H 9.487541 3.478759 -1.028386 0.1 0.4 -0.6
H 8.207181 3.565989 6.253834 -0.5 0.4 0.7
H -7.376059 -9.118131 8.273404 0.1 0.0 0.1
O -3.330519 -2.844531 -1.699316 0.4 0.8 -2.2
H 0.576051 -1.956581 5.653924 -0.2 0.1 -0.2
H 5.474851 -1.251451 2.604864 -0.3 -0.5 0.3
H -3.620139 -0.093491 -4.832846 0.8 0.5 0.3
C 7.049011 0.006029 2.060724 0.6 0.2 1.0
H -0.781719 -10.265901 10.296214 -0.6 0.6 -0.1
C 0.552401 -0.731251 3.491754 1.3 0.8 -0.1
H -3.702819 -4.781001 6.606544 0.0 -0.2 0.1
H -4.955609 3.210259 0.563364 -0.1 -0.1 -0.1
H -3.943029 -2.693761 -5.942676 0.0 0.4 -0.2
C 7.211741 -2.053901 3.598054 1.1 -0.8 0.5
H -6.032699 4.671809 6.214024 -0.1 0.1 -0.4
O 0.014901 4.641839 4.667364 -0.3 -2.4 -0.5
H -5.648129 -3.005461 -5.813716 -0.1 0.1 0.4
H 7.837991 2.924059 1.373084 0.0 0.3 0.3
H -1.206849 -4.486121 -6.281526 -0.5 -0.7 0.3
H -5.960959 -3.252021 -3.600826 -0.1 0.1 0.1
H 2.494371 0.941969 -5.135256 -0.2 0.0 -0.3
H 8.309851 -1.185761 5.345084 -0.4 0.1 0.1
H -1.870769 4.959569 -2.714046 0.6 0.7 0.0
H -6.704489 1.863909 1.209504 0.0 -0.1 0.3
H -0.736519 -0.076351 -3.412726 -0.4 -0.6 0.3
H -4.249289 4.474619 -3.971576 0.2 -0.2 0.0
H -1.357189 -3.171091 -5.158636 -0.5 -0.2 0.8
H -0.530089 -7.545321 4.680174 0.1 -0.2 0.3
H 9.077851 1.547189 0.034924 -0.3 -0.2 0.4
H 6.080671 5.145729 -6.077476 0.4 0.0 -0.1
C 7.378501 3.911899 5.635984 0.9 0.2 -0.6
H -2.299679 -10.720891 9.340414 0.0 0.0 0.6
H -0.051469 5.579289 -10.055926 -0.2 -0.9 0.6
C 2.613941 -1.887651 2.739294 -0.9 -0.1 2.4
O -1.569419 -4.420921 2.772714 -1.0 -0.5 -1.5
C 0.136371 3.721629 -4.311946 0.4 0.3 -0.4
C -6.390959 5.139599 -5.568066 0.1 -1.6 0.4
H 1.484541 5.883049 -10.475796 0.4 1.1 -0.1
C 7.220561 2.558009 0.552784 0.3 0.2 1.5
O -2.748079 3.547179 2.249944 -1.7 -0.4 -1.6
H 4.460041 3.563039 0.145154 -0.1 -0.3 0.3
P 3.877751 4.877959 -6.951746 -0.1 1.6 -1.1
H 0.528071 -10.660231 8.682374 0.8 0.5 -1.0
C -5.237159 -8.235661 6.640494 -0.3 0.1 1.6
C -3.501109 -0.882351 -4.090126 -2.6 0.0 -1.5
H 5.186481 0.668679 -3.756276 0.1 -0.3 -0.1
H -0.412699 -9.569601 3.433464 0.1 0.4 -0.1
H 4.315131 5.388039 -3.991756 0.0 -0.3 0.1
H 7.725821 4.801179 5.110004 0.3 -0.1 -0.2
S -2.821239 -4.696341 2.079194 -2.7 0.5 3.4
H -6.801829 -8.837341 5.315994 -0.3 0.3 -0.3
H 6.463871 4.272789 6.106414 0.3 -0.4 0.7
H 2.285281 3.215229 -6.664086 0.0 -0.4 -0.2
C -4.964999 3.183079 4.047724 1.3 0.1 0.8
C 0.063951 -1.389681 -1.743506 -0.2 -0.5 -0.9
H -1.657709 -3.868441 7.215574 0.9 1.2 0.0
H -5.230629 -1.499771 -6.529366 0.6 0.2 0.1
C -6.472989 0.800719 1.145184 0.9 -0.4 -0.9
C 0.891391 -6.757011 -3.192356 -0.5 0.1 -1.6
H -1.728109 -1.712751 5.855114 0.3 0.2 -0.2
C 5.691721 5.238439 -7.091486 -0.6 -1.3 -0.9
H 7.451941 -0.520791 1.195744 0.1 -0.3 0.1
H 7.456631 -2.681881 2.741454 0.3 -0.1 0.0
H -3.364959 -2.074691 5.952344 -0.2 -0.8 0.3
C -1.841329 -3.857391 6.141204 -1.0 0.6 0.6
H 3.843301 -0.523681 -3.672036 0.1 0.0 -0.2
H 0.179691 -0.096731 4.295854 -0.3 -0.1 -0.1
H 2.942321 -0.976151 2.239844 0.0 -0.2 0.0
C 3.132591 5.228019 -8.652946 -0.8 -0.2 1.9
H 3.260611 6.293779 -8.842296 0.5 0.0 -0.1
C -1.226499 -10.843921 9.486184 -0.1 -0.6 -0.4
H 3.169651 0.981269 -1.053446 -0.1 0.3 -0.4
C 5.228641 2.284599 2.865364 -0.2 -0.6 -1.6
C 8.776441 2.846589 -1.560166 0.2 -0.5 0.6
H 1.911621 3.980379 -0.347616 0.2 -0.4 0.5
H -5.945999 0.199039 -5.030856 0.2 0.0 0.0
H 6.377781 4.058839 3.046124 0.0 0.4 0.3
C 0.449501 7.284129 -8.985186 0.2 -0.3 -0.9
H 2.273311 -4.957781 -4.935066 0.2 -0.4 0.2
H 6.628111 3.428619 0.271484 0.0 -0.1 -0.5
C -3.898579 -3.525311 -2.839916 -2.4 2.4 1.3
H -3.767639 7.453509 1.426554 -0.3 0.2 0.1
H -2.688319 -1.534991 -4.408766 -0.2 0.0 0.5
O 1.325001 2.522349 4.463694 -2.2 0.4 0.0
H -5.119159 3.154009 2.969074 -0.5 -0.4 0.3
H 6.206521 4.192219 -9.144086 -1.0 0.2 0.2
H -3.341659 -3.493301 -3.776346 0.9 -0.9 0.5
N 1.802121 -1.394351 4.008594 0.1 -0.7 -0.3
H 9.300971 2.185329 -2.249866 0.5 -0.1 0.4
H -0.393929 2.354239 -2.925586 -0.7 -0.4 0.4
C -2.751039 -0.052861 2.123854 -1.2 -1.2 3.2
C -0.280209 -7.279851 -5.373246 0.2 1.4 1.2
H 8.131571 4.113309 -3.249726 0.5 -0.3 0.0
H -5.458019 -2.013521 -2.385956 0.0 -0.4 0.1
H -2.270889 2.532789 -1.049086 0.0 -0.1 -0.4
H -0.467859 -11.415621 7.487104 -0.4 0.3 -0.2
C -3.464649 5.208899 3.973264 0.3 0.0 -0.1
N -4.797029 4.604529 4.408614 -1.0 1.4 0.6
F -2.689219 1.096419 5.375734 1.1 0.9 -1.2
H -6.874429 4.740649 3.799304 0.2 0.0 0.2
H -6.194319 2.970329 -5.596666 0.3 -0.1 -0.2
C -3.269359 6.619769 -1.059776 0.1 -0.7 -2.2
H 0.840441 -3.271611 4.482284 0.1 0.1 -0.1
C 6.565491 4.368969 -8.130176 -0.6 1.4 1.0
H -3.064169 0.884879 2.582874 0.2 0.1 -0.5
H -2.510339 -2.502451 4.474724 0.1 -0.2 0.0
H 5.152331 3.725549 4.321614 0.1 0.5 -0.1
H -4.739619 5.686299 0.128284 -0.5 -0.5 -0.1
H 4.156181 8.376539 -4.601056 0.2 0.2 0.3
H 3.197141 3.096179 -4.343236 0.0 0.4 0.0
H 9.024791 -2.634081 4.762454 0.1 0.1 -0.5
H -4.353769 -4.458901 -2.509296 0.7 -0.4 -0.5
H 0.807161 0.317169 -2.854716 0.1 0.3 0.3
C 6.372921 -0.897231 3.110934 -0.5 0.2 -0.5
C 3.955771 2.977479 -0.623566 -1.9 0.4 -0.4
C 8.518341 -1.730141 4.424064 -1.3 0.6 -0.5
H 6.958091 2.932019 -2.740556 0.0 -0.5 -0.1
F -3.702179 -3.432711 2.612084 0.3 -0.6 -1.3
C -0.297109 -4.898851 -4.249866 0.3 0.1 -1.6
H -2.033469 -1.989821 0.130114 -0.2 0.1 0.4
H -2.290109 8.317949 1.040644 0.3 -0.4 -0.3
O -0.194499 -4.460821 0.244994 -1.3 0.2 0.0
H -1.981669 -11.692341 2.047264 0.1 0.3 0.2
H -8.501219 -9.473451 7.005984 0.1 -0.3 -0.2
C -2.761699 -5.027281 6.114874 -1.4 -0.3 -0.9
C -2.435259 -2.488741 5.562054 1.4 -0.7 0.7
H 1.741341 -5.745231 -6.400496 -0.5 0.1 0.1
H 6.063631 -0.390631 4.025154 -0.1 0.8 -0.3
H -5.320739 5.302619 -5.695116 0.0 0.0 -0.4
C 5.277021 7.683719 -2.759856 -1.9 0.4 -0.1
H 4.657391 2.956639 -1.457476 0.0 -0.2 -0.1
H -4.283519 2.678299 -3.554866 0.9 0.2 -0.3
C 1.897001 -5.900251 -5.332866 -1.2 0.2 -0.2
C -2.404489 -9.495041 2.599204 -0.5 -1.7 -1.1
O -3.632219 -5.829901 2.520054 1.8 2.1 -1.8
C -4.634019 3.684799 -3.326386 -1.1 -0.6 1.1
C -6.068949 -0.517181 -4.218436 1.5 -1.0 -1.5
H 3.522601 -0.848921 5.180814 0.2 0.0 -0.7
H 4.037511 0.684379 -5.977016 -0.1 -0.1 -0.1
H 0.204411 2.890169 -5.013476 0.2 0.3 -0.5
C -0.886769 3.245599 -3.313756 0.5 0.4 0.8
C -0.261779 0.660499 -0.309766 0.6 1.4 1.4
C -2.366019 3.607129 -1.206676 0.6 0.5 -0.2
H -3.649249 -11.213951 1.694774 0.4 0.8 -1.2
H 1.334031 4.020709 -9.040146 0.4 -0.5 0.5
C -6.729369 -8.466311 6.338334 0.7 0.7 -0.6
H -6.594009 2.583559 -3.175246 0.5 -0.3 0.4
H 1.934451 -2.493851 2.140204 0.1 0.0 0.0
H 0.065441 -2.781371 -6.614196 0.7 0.2 -0.5
H -0.334709 -7.000051 -6.425316 0.2 -0.3 0.1
H -1.163049 -5.141041 -3.633756 0.0 -0.6 -0.4
F -1.690179 -5.240711 -1.457606 0.1 0.7 -0.5
H 2.891641 6.313989 -3.586026 -0.1 0.1 0.1
H -5.374369 6.061969 -1.510766 0.0 0.2 0.1
C -4.706689 1.340129 -0.648386 1.0 2.1 1.0
H -1.070099 -6.255401 6.840874 0.2 0.0 -0.3
H 6.338501 2.308699 -7.457556 -0.4 0.1 0.1
H -1.812259 -7.241981 3.603954 -0.4 0.3 0.1
H -3.609009 -0.671431 1.860474 0.0 0.1 0.0
H -5.719449 2.817099 4.744124 -0.2 -0.5 -0.7
H 1.966671 -3.855991 6.531624 -0.9 0.5 0.4
H -4.648489 8.125529 -0.964986 -0.2 0.4 0.4
H 3.688671 1.103129 -3.023506 -0.1 0.0 0.4
C -4.993609 4.856969 5.941764 0.2 -0.5 -0.9
H 7.735771 2.698409 -8.359266 0.0 -0.2 -0.1
H 5.305041 0.445419 -0.760876 0.6 0.4 0.1
C -5.066809 2.846089 -0.457966 0.4 -0.2 -1.8
H 0.969861 -0.116541 2.694274 -0.5 0.4 -0.1
H 2.241891 3.407349 -1.972636 0.0 -0.5 -0.1
C -7.435669 -9.435811 7.232434 0.2 -0.2 0.8
H 8.575001 2.260559 -6.401076 -0.5 -0.8 0.5
C -3.598609 8.019569 -0.691826 -0.6 0.8 1.5
H -3.507559 -0.529241 -3.058936 0.3 -0.2 -0.2
P -4.140039 3.980529 -1.551546 0.4 0.3 0.7
H 0.972331 -1.811661 -1.313546 0.5 0.4 -0.5
C -5.142129 -2.642921 -3.217916 0.3 0.5 -1.2
H 5.780231 6.276739 -7.411176 -0.4 0.1 0.2
H -2.076009 5.416879 2.287624 0.4 0.5 1.0
H -0.198639 -1.399041 3.069744 0.3 -0.5 0.4
H -6.973219 -1.074991 -4.461826 -0.1 0.1 0.6
N -4.881209 -1.565151 -4.361646 -0.3 -0.5 1.3
H -0.544639 7.229509 -8.541556 0.1 -0.4 0.4
H 7.260511 4.335029 -1.803806 -0.1 0.2 0.2
H -3.210629 -3.412291 -0.934536 -0.2 -0.8 0.3
H -3.840379 1.180949 -0.006316 0.4 -0.2 -0.4
H -1.000179 -4.270761 5.584704 0.6 0.9 0.0
H -1.966829 -9.066171 1.697744 -0.1 0.1 -0.1
C -6.656259 3.717219 -4.951006 0.5 1.1 -0.3
C -1.512899 -7.924141 4.399664 0.7 0.0 -1.3
H 7.688691 1.138099 -0.966406 0.0 -0.4 -0.1
C 7.770421 3.563439 -2.380636 -1.3 1.5 -0.1
H -5.209929 -7.485001 7.430344 0.2 0.0 0.3
F 0.451221 3.553359 2.559504 -0.6 -0.1 -0.1
H 9.140361 -1.041361 3.852434 0.5 -0.5 -0.1
C -2.148899 -6.313931 6.696464 0.1 1.4 0.7
C -6.173829 3.532299 -3.509076 -0.9 0.9 -0.1
H 1.452521 -5.973691 -2.682796 -0.2 -0.3 0.2
C -2.980269 4.873549 2.561904 -0.2 1.8 -0.4
H -2.661079 4.943799 4.660354 -0.4 -0.1 0.5
H -6.959159 -10.413621 7.162224 -0.3 -0.2 0.0
C -5.820979 0.466429 -0.237056 -1.4 0.1 1.0
C -1.007139 1.080939 0.790474 0.7 -1.5 -1.0
H -3.994819 2.730779 4.253314 -0.4 -0.4 0.1
H 3.049361 4.784349 -1.378396 0.0 0.2 0.1
H 6.101581 8.392009 -2.679126 0.0 -0.1 -0.4
H -0.920629 1.922979 1.461204 -0.1 0.2 -0.4
H -2.391079 6.181709 -0.585616 -0.1 0.2 0.5
H -3.640929 5.424589 1.892594 -0.7 -1.0 -0.6
H 3.431091 -2.472431 3.161654 0.0 0.0 -0.4
C 1.319701 -2.470301 5.044694 0.8 0.3 -0.2
H 2.674731 1.574879 0.465774 0.5 0.0 0.8
N -2.773039 -4.314241 0.368914 -0.5 -0.4 4.8
C 4.666401 7.512519 -4.175336 0.4 -2.0 -0.4
H -3.338799 -11.405141 3.184324 0.9 -0.1 0.9
O 3.514461 -3.532301 5.375414 0.0 0.6 -0.2
H 7.395181 3.132009 -5.406016 0.2 0.3 0.1
C -2.786429 -11.013751 2.330044 -0.8 0.6 0.7
H -6.077659 6.331429 4.030524 0.1 -0.2 0.5
H 1.488411 -7.657181 -3.338526 -0.1 0.1 0.2
O -1.512319 -6.543291 0.438874 -0.1 1.5 1.0
O -0.492459 1.222889 6.241354 -0.2 1.3 -2.3
C 2.708821 3.796569 -1.067876 0.7 0.5 -0.6
C -3.352729 8.249179 0.807794 0.3 0.9 -0.4
H -2.979639 6.698879 -2.107586 0.0 -0.4 -0.4
H -6.914819 5.020129 -6.516426 0.3 0.9 -0.2
C 3.532121 1.564849 -0.207186 2.2 -0.5 0.1
C -4.518549 5.703249 -0.938926 1.3 -0.6 -0.4
C -4.904299 -2.209921 -5.769566 -0.4 0.0 1.0
N -0.544229 -0.635901 -0.612596 -2.4 0.2 0.5
H -0.095299 -6.970731 -2.781436 0.4 -0.1 0.6
H -6.722089 4.276519 -2.931446 0.1 0.2 0.2
H -3.344239 -8.973301 2.780204 0.0 0.2 0.1
P -2.552539 -7.752121 5.831324 -1.0 -3.0 0.7
H -2.167009 -0.592491 2.869374 -0.8 -0.1 0.9
C 7.043081 2.791359 4.688904 -1.7 -0.2 -1.0
H -4.508329 1.108279 -1.694806 0.5 0.2 -0.1
H -2.863169 -9.063751 7.882664 -0.1 0.2 0.0
C -0.444079 -10.587021 8.194874 0.6 0.5 2.0
H 4.569861 -0.253701 0.585504 -0.2 -0.1 0.3
C -0.705739 -9.192031 7.568674 -0.1 -1.6 -1.3
H -0.434309 4.693799 -1.695416 -0.1 -0.2 0.2
H -6.747409 5.984889 -4.979406 -0.5 -0.2 0.0
C 2.628521 -0.373311 4.777674 -0.7 -0.8 0.6
C 8.192561 1.956309 -0.451866 -0.3 -0.8 -1.1
N 0.546961 -6.214911 -4.599606 0.3 0.9 0.3
H -7.182219 -7.483781 6.471224 -0.4 0.0 -0.6
S -1.474139 -5.132641 0.139634 3.8 -3.5 -3.7
H -0.110579 4.651599 -4.824086 -0.3 -0.1 -0.1
H 0.546601 1.206619 -0.773086 -0.1 -0.1 -0.1
H -2.481489 -6.618511 7.688794 -0.4 0.7 0.4
S -1.400809 2.124959 5.554934 -4.2 -2.0 4.9
H 3.612781 4.596779 -9.400646 0.2 0.2 0.0
H -0.451579 -8.326891 8.181094 0.0 -0.2 0.2
O -2.029459 3.126839 6.416994 1.4 -0.8 -2.7
H 0.170131 -8.246541 -5.147876 0.0 0.1 -0.4
H 7.881901 0.442299 2.612164 0.4 0.3 -0.4
H -2.205989 3.204689 2.964394 0.4 -0.4 0.4
H -5.702719 0.480339 1.846714 -0.2 0.5 0.6
C 3.784131 2.678379 -5.161156 -0.3 -1.2 0.4
O 0.415911 -3.414131 -5.983016 1.9 1.3 -0.7
H -3.677419 9.245899 1.106504 -0.6 -0.2 0.2
C -1.427949 -9.321811 3.743244 -0.2 -0.5 0.8
H -5.369509 -0.522021 -0.151946 -0.8 -0.5 -0.6
H 3.532461 -4.442431 5.680244 0.6 -0.1 -0.2
H 6.590241 1.975599 5.252444 0.0 -0.2 0.2
H -1.270709 -7.215891 -4.922786 0.0 -0.3 -0.1
H -0.492499 -2.282001 -2.030266 -0.7 0.1 0.8
H -3.005919 -5.117631 5.056434 -0.3 -0.7 -0.1
H -1.772389 3.021729 -3.908446 -0.2 -0.5 0.3
H 0.271161 7.966659 -9.816116 0.6 0.5 0.3
H 5.549261 6.732689 -2.302116 0.2 -0.1 -0.2
H 6.570781 -2.662401 4.236024 -0.1 -0.1 0.0
C 7.098291 3.083069 -7.563186 0.4 0.0 -1.4
H 1.176451 7.617769 -8.244696 -0.1 0.5 -0.2
C 0.862741 5.936899 -9.582176 -0.2 -0.1 -0.1
C 3.566901 1.133559 -5.102456 0.2 0.6 -0.4
C 1.599311 4.986589 -8.610246 -0.9 -0.3 -1.1
H 2.059411 5.514439 -5.487216 0.0 -0.2 -0.3
C 3.366321 3.202209 -6.525226 1.1 0.3 0.1
H -3.122109 8.803369 -1.280646 0.5 -0.3 0.0
P 6.104901 1.389719 1.434594 -0.7 0.6 0.1
C 2.379711 -2.980111 6.031304 -0.2 -1.1 -0.5
H 2.583321 -6.745791 -5.286816 -0.2 0.0 0.6
S 0.123231 3.288819 4.134404 9.0 6.0 -1.3
H -2.448809 -10.045021 6.505154 0.2 -0.3 0.2
H 8.829041 3.782689 -6.367066 -0.7 1.3 0.0
H 2.867731 6.939229 -6.100736 -0.2 0.0 -0.5
C 3.701921 6.230999 -4.310346 1.3 0.6 0.5
H -2.208719 4.014979 -0.208166 -0.2 0.1 0.2
H 5.547891 7.262029 -4.765546 -0.2 0.3 -0.8
C -5.943009 5.299269 3.707104 0.5 0.8 -0.5
H -1.003939 -11.853501 9.831614 -0.4 -0.2 -0.2
H 4.643431 1.629499 3.510714 0.3 -0.6 -0.2
H 2.796961 0.537029 4.202334 -0.1 -0.2 0.1
C -1.571119 -1.016741 0.205894 1.0 1.8 0.6
H 4.470791 2.774049 2.253634 -0.3 0.5 0.1
C -0.695769 -3.983141 -5.460606 -1.0 -1.9 0.9
H -4.729379 5.899039 6.121674 0.1 -0.2 0.1
C 3.040381 5.947059 -5.683736 0.6 0.7 0.0
H -3.633669 6.285159 4.007754 0.2 0.0 0.1
H -4.397799 4.131179 6.495244 0.4 0.3 -0.1
H 4.833511 2.879489 -4.945586 0.1 0.1 -0.1
H -5.663589 5.390809 2.657514 -0.2 -0.3 -0.1
H -6.065939 3.003749 -0.864136 -0.5 0.1 0.6
H -0.099319 -9.220311 6.663384 0.5 0.6 0.0
H 7.837041 2.323949 4.106444 0.5 0.4 0.2
H 2.624131 -2.259911 6.812114 0.2 0.2 -0.2
H 1.140171 3.861419 -3.910776 0.0 0.0 0.3
N -1.832029 0.028349 1.106894 2.4 -1.4 -5.5
H 0.315521 -4.279341 -3.594886 0.4 -0.2 -0.1
C 0.173991 -0.549441 -3.044946 1.2 1.3 0.8
H -6.044719 0.029899 -3.275986 0.0 -0.6 0.1
H -7.374929 0.235299 1.379474 0.1 0.0 -0.3
H -4.680089 -6.867981 4.998364 0.0 0.1 0.1
H -6.514199 0.676639 -1.051526 -0.7 -1.1 0.1
H -4.823289 -9.150701 7.064174 0.0 -0.1 0.0
C -2.153359 -9.154841 7.060484 -0.6 1.3 -0.9
H -7.723629 3.531939 -5.071396 -0.1 -0.1 0.6
H 7.344511 5.103499 -8.334366 0.6 -0.4 0.2
C 4.110141 0.519419 -3.841886 0.1 0.6 0.7
H 3.907361 2.594089 -7.250186 -0.5 -0.3 -0.4
H 4.449171 8.091219 -2.179596 0.2 0.1 0.6
C -4.379009 -7.798891 5.478834 0.5 -0.6 -0.5
C 5.960451 3.310179 3.719524 0.4 -0.5 -0.3
C -1.284729 4.212669 -2.178526 -1.6 -0.6 -1.1
H -4.591209 -8.606041 4.777714 0.6 0.1 -0.7
```
Positions in Å, forces in eV/Å.

Values from the calculation:
- HOMO-LUMO gap: 7.55 eV
- Total charge: +7
- LUMO energy: -12.01 eV